82
Properties=species:S:1:pos:R:3 method="wB97M-V/def2-TZVPD" multiplicity=1 e_homo_ev=-6.08 lumo_energy_ev=-3.03 gap_ev=3.042 e_above_lowest_ev=2.659
C 1.166 -2.106 -5.343
O -0.108 -2.335 -4.793
C -0.131 -2.460 -3.400
C -1.375 -2.669 -2.803
C -1.498 -2.797 -1.442
C -0.384 -2.723 -0.639
B -0.538 -2.879 0.955
C -0.405 -4.428 1.345
C 0.718 -5.098 1.656
C 0.500 -6.475 1.961
C -0.800 -6.852 1.880
C -1.336 -8.201 2.139
S -1.774 -5.487 1.415
O 0.543 -2.082 1.636
C -0.155 -0.966 2.198
C 0.584 -0.445 3.436
C -0.254 0.126 1.129
C -1.602 -1.546 2.523
C -1.562 -2.421 3.779
C -2.679 -0.466 2.662
O -1.889 -2.381 1.397
C 0.854 -2.521 -1.203
C 0.987 -2.391 -2.566
H 1.057 -2.017 -6.425
H 1.580 -1.175 -4.952
H 1.826 -2.946 -5.122
H -2.236 -2.725 -3.443
H -2.463 -2.957 -0.997
H 1.690 -4.628 1.677
H 1.296 -7.151 2.228
H -0.542 -8.899 2.406
H -2.057 -8.182 2.956
H -1.845 -8.591 1.257
H 0.041 0.370 3.911
H 0.734 -1.234 4.170
H 1.569 -0.075 3.157
H -0.756 1.013 1.514
H 0.738 0.412 0.785
H -0.814 -0.246 0.272
H -1.371 -1.827 4.671
H -2.511 -2.939 3.907
H -0.779 -3.172 3.688
H -2.445 0.226 3.470
H -2.792 0.102 1.741
H -3.641 -0.926 2.877
H 1.717 -2.466 -0.564
H 1.964 -2.238 -2.985
C 0.268 2.300 -6.622
O -0.888 2.758 -5.965
C -0.774 2.840 -4.580
C 0.383 2.549 -3.842
C 0.406 2.699 -2.483
C -0.734 3.139 -1.766
C -0.720 3.383 -0.361
C 0.403 3.841 0.369
C 0.518 4.039 1.798
C -0.331 3.747 2.871
C 0.076 4.069 4.145
C 1.309 4.686 4.377
C 2.150 4.991 3.333
C 1.757 4.663 2.033
N 2.383 4.854 0.788
C 3.662 5.524 0.559
C 1.572 4.360 -0.194
C -1.910 3.368 -2.516
C -1.916 3.244 -3.876
H 0.070 2.275 -7.695
H 1.100 2.979 -6.431
H 0.506 1.291 -6.281
H 1.270 2.218 -4.350
H 1.299 2.442 -1.942
H -1.664 3.353 0.156
H -1.284 3.283 2.687
H -0.566 3.847 4.982
H 1.604 4.927 5.386
H 3.092 5.476 3.509
H 4.097 5.843 1.505
H 4.350 4.840 0.061
H 3.517 6.397 -0.078
H 1.770 4.470 -1.245
H -2.795 3.706 -2.008
H -2.798 3.470 -4.447

37
Properties=species:S:1:pos:R:3 method="wB97M-V/def2-TZVPD" multiplicity=3 e_homo_ev="0.25 / -0.87" lumo_energy_ev="4.67 / 4.53" total_charge=-2 gap_ev="4.424 / 5.406"
C -0.881 -4.357 0.198
C -1.663 -3.424 0.947
C -0.772 -2.446 1.522
C 0.556 -2.762 1.101
C 0.489 -3.958 0.307
Ti -0.740 -2.147 -0.669
N 0.779 -2.591 -1.844
C -3.454 -1.155 0.397
C -3.467 -0.977 1.723
H -1.065 -1.652 2.204
H -2.735 -3.460 1.107
H 1.449 -2.209 1.389
H 1.337 -4.507 -0.087
H -1.275 -5.222 -0.332
H -3.411 -1.799 2.442
H -3.485 -0.273 -0.249
H 1.334 -2.455 -2.689
H -3.566 0.030 2.135
H -3.648 -2.121 -0.102
O -2.095 1.512 -0.082
C -1.032 0.979 -0.358
O -0.861 -0.322 -0.598
C 0.219 1.805 -0.455
C 1.488 1.249 -0.703
C 2.622 2.089 -0.760
C 2.503 3.477 -0.612
C 1.234 4.023 -0.379
C 0.097 3.191 -0.283
N 1.075 5.447 -0.257
O 2.085 6.175 -0.366
O -0.071 5.899 -0.050
N 3.927 1.508 -0.946
O 4.017 0.265 -1.044
O 4.916 2.269 -0.998
H 1.599 0.177 -0.854
H 3.377 4.117 -0.675
H -0.878 3.623 -0.083